# 1
ORCA calculation (wB97M-V/def2-TZVPD) on C20H42NPSi2Sn as an isolated structure.

Element x y z (Å)
C 1.11306 2.57251 -3.51855
C -0.17743 2.09781 -3.28210
C -0.38925 1.04224 -2.37480
C 0.69573 0.52338 -1.67666
C 2.00920 0.96346 -1.94030
C 2.19824 2.01355 -2.84989
C -1.81372 0.60007 -2.14982
C -2.10085 -0.85424 -1.69298
N -1.85855 -1.88903 -2.63216
Sn 0.18586 -0.70632 0.08452
C 3.21303 0.32566 -1.27501
P 2.75348 -1.35562 -0.67819
H -1.03446 2.53456 -3.80842
H 3.21335 2.38107 -3.04473
H 1.26589 3.38949 -4.22660
H 3.59054 0.91423 -0.42542
H 4.04840 0.20215 -1.98616
H -2.30275 1.28491 -1.42923
H -2.36993 0.74436 -3.09054
H -1.61185 -1.23306 -0.72487
C 4.20432 -2.03987 0.16105
C 2.73520 -2.23047 -2.27661
H -3.16091 -0.91189 -1.39092
C -0.88598 -1.86454 -3.67024
C -2.55995 -3.12506 -2.42025
H 1.24740 -3.26703 2.50716
H -1.28716 -2.51661 -4.46279
H -0.72207 -0.85674 -4.07636
H 0.08919 -2.29203 -3.35934
H -2.74983 -3.57569 -3.41000
H -1.98337 -3.85125 -1.81703
H -3.52186 -2.93604 -1.92224
H 3.75617 -2.25694 -2.67915
H 2.37287 -3.25002 -2.12296
H 2.08768 -1.73148 -3.00839
H 5.10606 -1.91107 -0.45004
H 4.34495 -1.55256 1.13493
H 4.02961 -3.11116 0.33405
H 0.77358 -3.49065 1.93271
C -3.28923 0.71607 3.47220
Si -1.80112 -0.21002 2.79722
C -0.66335 -0.62265 4.23362
C -2.45078 -1.83300 2.10198
C -0.89434 0.75444 1.42063
Si 0.09733 2.25322 1.99503
C 1.79568 1.78705 2.64110
C 0.32897 3.41174 0.52936
C -0.75842 3.25497 3.36025
H -3.78211 0.10291 4.24117
H -4.03625 0.90221 2.68955
H -3.04010 1.67904 3.93281
H -1.23436 -1.20251 4.97343
H 0.18488 -1.24753 3.91061
H -0.26731 0.26419 4.74275
H -3.22967 -1.67678 1.34391
H -1.66453 -2.46378 1.66047
H -2.90108 -2.40897 2.92119
H -1.70695 1.17556 0.79638
H 2.42153 1.33440 1.86036
H 2.30098 2.70429 2.98716
H 1.74461 1.09301 3.49150
H -0.63542 3.66273 0.06498
H 0.79662 4.35142 0.87100
H 0.96538 2.97562 -0.25243
H -1.76509 3.58381 3.06199
H -0.85400 2.71472 4.31297
H -0.16574 4.16373 3.55720

Output
lowest unoccupied orbital energy: 0.51 eV
highest occupied orbital energy: -5.98 eV


# 2
ORCA calculation (wB97M-V/def2-TZVPD) on C31H40N4NiO2 as an isolated structure.

Element x y z (Å)
Ni 0.03166 0.32297 -0.21466
C -2.61265 0.19733 -3.80463
C -1.87740 -0.77016 -2.86847
C -1.38617 -1.99612 -3.63437
C -2.78146 -1.09250 -1.69449
C -3.63309 -2.18858 -1.71521
C -4.51772 -2.42166 -0.67618
C -4.55755 -1.55609 0.40445
C -3.71873 -0.45184 0.47612
C -3.70701 0.46055 1.68790
C -4.98303 0.38640 2.52189
C -2.48879 0.15051 2.57315
C -2.82717 -0.21011 -0.58920
N -1.91759 0.85657 -0.52458
C -2.26582 2.14918 -0.66031
O -3.35746 2.59415 -0.99117
C -1.09909 3.05634 -0.33553
C -1.13794 4.43920 -0.29516
C 0.01500 5.11501 0.09012
C 1.15781 4.40105 0.43401
C 1.11098 3.02012 0.35048
N 0.00933 2.40115 -0.03590
C 2.25908 2.08505 0.65060
O 3.34562 2.50631 1.03262
N 1.90373 0.80481 0.44699
C 2.82862 -0.25681 0.52418
C 3.75101 -0.48844 -0.52230
C 4.63201 -1.55343 -0.40082
C 4.59118 -2.40234 0.69279
C 3.66930 -2.18849 1.70182
C 2.78943 -1.11604 1.64117
C 1.83895 -0.80017 2.77836
C 1.38555 -2.03418 3.56002
C 2.49669 0.21400 3.72496
C 3.75399 0.40269 -1.75128
C 5.07893 0.38837 -2.50787
C 2.61673 0.00432 -2.70479
H -1.96607 0.52788 -4.62089
H -2.96275 1.07260 -3.25601
H -3.48131 -0.30391 -4.23652
H -0.99850 -0.24659 -2.48041
H -2.20827 -2.51248 -4.13218
H -0.88124 -2.71308 -2.98162
H -0.67819 -1.68348 -4.40342
H -3.62117 -2.86563 -2.56127
H -5.18440 -3.27385 -0.71227
H -5.26156 -1.74677 1.20377
H -3.61519 1.48746 1.32935
H -5.08146 -0.57997 3.02099
H -5.86609 0.55009 1.90326
H -4.95877 1.15615 3.29424
H -2.57513 -0.85527 2.99347
H -2.42313 0.86283 3.39770
H -1.56577 0.21449 1.99608
H -2.05182 4.94884 -0.56684
H 0.02232 6.19634 0.13031
H 2.07359 4.87588 0.75733
H 5.36753 -1.73767 -1.17382
H 5.28704 -3.22919 0.76013
H 3.65165 -2.85216 2.55789
H 0.95827 -0.31862 2.34503
H 2.19196 -2.41784 4.18701
H 1.06150 -2.84178 2.89788
H 0.55472 -1.77191 4.21745
H 3.37839 -0.23225 4.18955
H 1.80054 0.51244 4.51266
H 2.81798 1.10101 3.18017
H 3.58869 1.42950 -1.42079
H 5.26332 -0.57550 -2.98691
H 5.90739 0.60781 -1.83395
H 5.06402 1.14991 -3.28879
H 2.77843 -1.00558 -3.08760
H 2.55409 0.69192 -3.55021
H 1.65598 0.02161 -2.18817
N -0.20585 -1.75500 0.25185
H -0.98559 -2.12151 -0.29178
H -0.42862 -1.89384 1.23218
H 0.62660 -2.30203 0.05041

Output
<S²>: 2.01
lowest unoccupied orbital energy (spin up / spin down): 0.04 / -0.62 eV
highest occupied orbital energy (spin up / spin down): -8.22 / -8.33 eV
multiplicity: 3


# 3
ORCA calculation (wB97M-V/def2-TZVPD) on one molecule with the formula C3H7NOS2.

Element x y z (Å)
C 1.90116 3.17571 -0.20060
O 0.79564 2.13901 -0.21310
C 0.58927 0.99181 0.46977
S -0.74431 0.39984 -0.59622
C -0.81506 -1.37478 -0.04044
N -1.87777 -1.98324 -0.68662
S 0.28526 -2.11026 0.91979
H 1.19988 4.09880 -0.64532
H 2.20338 3.39034 0.87261
H 3.10784 3.17399 -0.73460
H 1.66353 0.45287 0.42606
H 0.41626 0.77712 1.61723
H -2.72545 -1.39050 -0.94867
H -1.79364 -3.12182 -0.62566

Output
SMILES: COCSC(N)=S
lowest unoccupied orbital energy: 0.64 eV
highest occupied orbital energy: -8.56 eV


# 4
ORCA calculation (wB97M-V/def2-TZVPD) on C19H8BrN6O7S2Sc as an isolated structure.

Element x y z (Å)
Sc -0.00074 0.02862 0.70111
S -2.43217 0.38235 0.75423
C -2.11543 -0.80146 -0.52838
C -3.25909 -1.46577 -1.32266
C -2.49041 -2.43863 -3.40578
C -2.80530 -2.99183 -4.74113
N -2.93713 -3.50935 -5.76593
C -2.05156 -3.46155 -2.23738
C -0.58299 -3.39827 -1.80911
C -0.37199 -2.78280 -0.63766
S 1.12079 -2.15969 -0.00030
C -2.54509 -4.81635 -2.54833
N -2.94214 -5.88966 -2.50098
H -4.19318 -1.16217 -0.86647
H 0.20232 -3.59544 -2.51975
Br -1.78299 -2.62602 1.81434
C -1.67273 -2.31524 -0.10057
C -2.77330 -2.88608 -0.97303
C -3.21289 -1.33285 -2.83386
C -1.91805 -0.99712 -3.43865
C -0.93823 -0.43483 -2.52339
N -1.02642 -0.22059 -1.27404
H -3.48653 -3.58737 -0.56310
H -4.12434 -0.98652 -3.28670
H -1.80373 -0.58913 -4.44017
H -0.11041 0.12635 -2.94163
O 4.90249 5.47086 4.20407
N 4.39474 5.30327 3.08947
O 4.61692 6.00720 2.10885
C 3.51992 4.15028 2.92832
C 2.98790 3.91939 1.67723
C 2.20635 2.83995 1.45030
C 1.78623 1.87249 2.47912
O 1.01109 0.89656 2.31501
C 2.41435 2.16719 3.67544
C 3.29431 3.18473 3.91562
N 2.29427 1.12837 4.81631
O 3.11952 0.25921 4.85327
O 1.39292 1.33069 5.55520
N 1.85970 2.60274 0.08743
O 1.10914 1.64249 -0.25112
O 2.31804 3.34281 -0.72367
H 3.29378 4.58148 0.89501
H 3.73205 3.21169 4.91345

Output
lowest unoccupied orbital energy: -2.36 eV
highest occupied orbital energy: -9.02 eV


What did we get for max |F|? Answer: 1.55 1.82 5.50 3.00 eV/Å, in the order shown.